Computed, not measured: C31H36BN10O4SSiTi as an isolated structure, with ωB97M-V/def2-TZVPD.

Last column: Löwdin charge in e.
Geometry (Å):
Ti -0.078 -0.046 -0.040  1.077
C 2.569 1.443 -1.901  0.001
C 2.896 0.480 -0.814  -0.332
C 4.177 0.189 -0.339  -0.009
C 3.983 -0.724 0.670  -0.054
N 2.669 -0.970 0.784  0.018
N 2.000 -0.225 -0.122  -0.047
B 1.839 -1.873 1.728  -0.657
N 0.906 -0.976 2.574  0.000
C 0.897 -0.808 3.905  -0.048
C -0.114 0.070 4.220  -0.003
C -0.692 0.415 2.998  -0.330
C -1.814 1.371 2.782  -0.003
N -0.057 -0.226 2.014  -0.054
N 0.938 -2.726 0.814  0.039
C 0.913 -4.061 0.683  -0.028
C -0.061 -4.381 -0.233  0.004
C -0.601 -3.156 -0.636  -0.292
C -1.680 -2.954 -1.637  0.006
N 0.017 -2.166 0.009  0.023
N 2.575 -2.790 2.674  0.001
C 3.867 -3.077 2.962  -0.058
C 3.885 -4.021 3.958  -0.018
C 2.530 -4.273 4.236  -0.357
C 1.971 -5.223 5.235  -0.031
N 1.766 -3.531 3.460  0.103
H 3.461 1.621 -2.498  0.087
H 1.768 1.060 -2.533  0.062
H 2.245 2.399 -1.482  0.083
H 5.103 0.597 -0.688  0.108
H 4.717 -1.175 1.297  0.100
H 1.587 -1.314 4.545  0.124
H -0.400 0.418 5.190  0.107
H -2.295 1.579 3.736  0.086
H -1.442 2.314 2.375  0.080
H -2.546 0.964 2.084  0.072
H 1.567 -4.696 1.245  0.124
H -0.351 -5.351 -0.578  0.104
H -2.058 -3.919 -1.964  0.090
H -2.504 -2.378 -1.215  0.081
H -1.297 -2.421 -2.508  0.083
H 4.690 -2.620 2.462  0.092
H 4.742 -4.470 4.418  0.097
H 2.783 -5.729 5.752  0.074
H 1.355 -4.696 5.962  0.077
H 1.341 -5.962 4.741  0.077
O -1.850 0.061 -0.018  -0.162
C -2.712 0.160 -0.967  -0.153
C -2.390 0.162 -2.345  -0.155
C -3.386 0.167 -3.329  0.078
C -3.058 0.121 -4.683  -0.160
C -1.715 0.093 -5.085  0.019
C -0.720 0.066 -4.139  0.025
C -1.004 0.083 -2.752  -0.318
O -0.051 0.017 -1.878  -0.154
N -4.092 0.094 -5.648  -0.349
O -3.780 0.018 -6.837  0.071
O -5.257 0.142 -5.252  0.065
H -3.770 0.222 -0.690  0.145
H -4.430 0.188 -3.064  0.129
H -1.497 0.095 -6.142  0.122
H 0.318 0.015 -4.438  0.123
C 1.118 6.070 3.368  -0.175
Si 2.277 5.030 2.258  0.572
C 3.454 4.124 3.451  -0.255
C 3.392 6.077 1.109  -0.175
C 1.101 4.077 1.087  -0.271
C 0.234 4.819 0.273  -0.074
C -0.658 4.157 -0.560  -0.066
C -0.664 2.777 -0.590  -0.121
N 0.164 2.015 0.164  -0.072
C 1.022 2.686 0.991  -0.700
S 2.077 1.771 2.001  0.800
H 1.687 6.642 4.094  0.022
H 0.444 5.422 3.922  0.027
H 0.511 6.771 2.804  0.016
H 4.003 4.863 4.030  0.020
H 4.176 3.505 2.929  0.001
H 2.921 3.484 4.147  0.002
H 4.112 6.648 1.686  0.021
H 2.828 6.781 0.504  0.016
H 3.952 5.436 0.433  0.027
H 0.272 5.896 0.299  0.101
H -1.345 4.706 -1.187  0.102
H -1.342 2.255 -1.259  0.099

As for the spin multiplicity: 2. As for the HOMO-LUMO gap (alpha / beta): 0.210 / 0.206 Ha. The expectation value of S² is 0.781. The value obtained for the total energy is -3613.5925 hartree. For the energy relative to the best compared isomer or geometry (same formula, charge and spin), the calculation gives 18.90 kcal/mol. The HOMO energy (alpha / beta) is -6.740 / -6.864 eV.


Computed, not measured: a 2-piece molecular cluster, C6H14N2O2 overall, with ωB97M-V/def2-TZVPD.

Last column: Löwdin charge in e.
Geometry (Å):
C 0.320 0.270 2.868  -0.005
C 3.127 -0.114 0.367  -0.093
C 1.119 0.577 1.601  -0.543
O 0.880 1.467 0.830  0.059
N 2.126 -0.366 1.386  -0.024
H -0.519 -0.421 2.656  0.082
H 2.177 -1.327 1.677  0.125
H 2.622 0.196 -0.623  0.109
H 0.950 -0.148 3.626  0.063
H -0.180 1.191 3.214  0.090
H 3.608 0.822 0.642  0.079
H 3.776 -0.970 0.325  0.075
C -1.325 1.630 -2.164  -0.087
C -2.050 -1.848 -0.894  -0.021
C -1.600 -0.767 -1.817  -0.549
O -1.562 -0.876 -3.021  0.054
N -1.608 0.517 -1.232  0.005
H -1.156 0.617 -0.317  0.102
H -0.902 1.359 -3.136  0.079
H -1.547 -1.915 0.087  0.070
H -2.262 2.109 -2.498  0.079
H -0.843 2.406 -1.604  0.066
H -3.133 -1.666 -0.508  0.121
H -2.017 -2.743 -1.464  0.062

As for the HOMO-LUMO gap: 0.364 Ha. Its SMILES is CNC(C)=O.CNC(C)=O. The value obtained for the total energy is -497.0046 hartree. For the energy relative to the best compared isomer or geometry (same formula, charge and spin), the calculation gives 33.24 kcal/mol. The HOMO energy is -9.351 eV.


Computed, not measured: a 6-piece molecular cluster, C24H37BIO18 overall, with ωB97M-V/def2-TZVPD.

Last column: Löwdin charge in e.
Geometry (Å):
C 3.443 -0.598 2.732  -0.095
C 2.763 -0.103 4.013  -0.229
C 1.335 -0.603 4.229  -0.177
C 0.229 0.395 3.843  -0.291
C 0.371 1.758 4.493  -0.053
C 0.082 0.464 2.305  -0.335
O 0.424 1.637 1.694  -0.050
B 0.187 1.326 0.232  -0.556
O -0.973 0.400 0.281  -0.087
C -1.267 0.064 1.643  -0.254
C -1.594 -1.415 1.485  -0.140
C -1.579 -2.243 2.745  -0.806
O -2.134 -2.053 3.712  0.073
I -0.333 -4.062 2.611  0.710
H 4.010 -1.514 2.870  0.061
H 2.763 -0.747 1.901  0.057
H 4.157 0.149 2.403  0.064
H 3.362 -0.468 4.842  0.093
H 2.836 0.974 4.048  0.090
H 1.133 -1.542 3.727  0.058
H 1.217 -0.787 5.296  0.106
H -0.697 -0.028 4.221  0.115
H 0.205 1.664 5.563  0.082
H -0.424 2.391 4.122  0.054
H 1.303 2.261 4.290  0.071
H 0.748 -0.337 1.933  0.123
H -0.055 2.369 -0.353  0.068
H 1.256 0.833 -0.149  0.064
H -2.106 0.726 1.848  0.152
H -0.899 -1.860 0.796  0.083
H -2.587 -1.517 1.052  0.128
C -2.933 -5.618 -0.758  -0.125
C -3.062 -4.305 -1.496  -0.120
O -1.702 -3.936 -1.699  0.065
C -0.949 -5.056 -1.659  -0.558
O 0.204 -5.078 -1.945  0.157
O -1.681 -6.123 -1.236  0.055
H -3.746 -6.305 -0.981  0.129
H -2.868 -5.477 0.323  0.116
H -3.550 -4.415 -2.467  0.132
H -3.583 -3.543 -0.922  0.130
C 1.964 -4.794 -4.512  -0.106
C 0.985 -5.337 -5.522  -0.114
O 1.757 -5.352 -6.730  0.054
C 3.069 -5.410 -6.385  -0.577
O 3.957 -5.604 -7.153  0.143
O 3.227 -5.219 -5.055  0.064
H 1.811 -5.200 -3.519  0.107
H 1.926 -3.706 -4.454  0.114
H 0.671 -6.358 -5.295  0.130
H 0.104 -4.709 -5.633  0.130
C -3.018 4.764 4.792  -0.125
C -3.033 5.916 3.814  -0.134
O -1.650 6.242 3.701  0.051
C -0.924 5.132 4.034  -0.544
O 0.243 5.029 3.886  0.191
O -1.741 4.173 4.565  0.036
H -3.810 4.042 4.609  0.132
H -3.073 5.098 5.831  0.130
H -3.411 5.625 2.832  0.131
H -3.600 6.772 4.174  0.127
C 2.616 -0.354 -3.787  -0.108
C 1.631 0.401 -2.915  -0.109
O 0.380 0.119 -3.555  0.076
C 0.511 -1.031 -4.243  -0.569
O -0.384 -1.630 -4.752  0.142
O 1.813 -1.426 -4.294  0.024
H 3.467 -0.740 -3.231  0.132
H 2.979 0.241 -4.628  0.128
H 1.593 0.026 -1.891  0.095
H 1.816 1.472 -2.889  0.137
C -1.104 4.884 -1.751  -0.129
C -1.148 6.117 -2.625  -0.133
O 0.236 6.380 -2.859  0.046
C 0.915 5.206 -2.690  -0.561
O 2.058 5.051 -2.974  0.158
O 0.108 4.261 -2.161  0.048
H -1.949 4.219 -1.910  0.135
H -1.035 5.120 -0.688  0.134
H -1.638 5.933 -3.584  0.128
H -1.624 6.967 -2.140  0.126

As for the HOMO-LUMO gap: 0.245 Ha. The value obtained for the total energy is -2613.7064 hartree. For the energy relative to the best compared isomer or geometry (same formula, charge and spin), the calculation gives 22.14 kcal/mol. The HOMO energy is -4.609 eV. As for the charge: -1.


Computed, not measured: C9H24BCl10OPS as an isolated structure, with ωB97M-V/def2-TZVPD.

Last column: Löwdin charge in e.
Geometry (Å):
C 4.860 -0.294 -0.043  -0.201
C 3.875 0.901 0.377  -0.546
S 2.518 0.899 -0.866  0.741
C 1.135 1.989 -0.320  -0.724
P -0.459 0.973 0.086  0.612
B -2.152 0.069 0.481  -0.610
C -2.931 -0.856 -0.599  -0.093
O -2.751 0.216 1.781  -0.006
H 5.584 0.110 -0.804  -0.030
H 4.249 -1.066 -0.598  0.051
H 5.423 -0.717 0.824  0.076
H 3.533 0.673 1.431  0.045
H 4.490 1.845 0.376  0.071
H 0.850 2.647 -1.201  0.030
H 1.411 2.714 0.502  0.041
H -0.819 1.961 1.086  -0.025
H -0.961 1.209 -1.261  0.014
H 0.312 -0.176 0.471  -0.078
H -3.956 -0.394 -0.766  -0.006
H -3.046 -1.916 -0.245  0.069
H -2.393 -0.779 -1.589  0.053
H -3.133 1.109 1.791  0.085
C 1.137 0.352 4.224  -0.975
Cl -0.330 0.348 5.210  0.529
Cl 0.757 0.553 2.505  0.612
H 1.776 1.171 4.546  0.036
H 1.656 -0.595 4.350  -0.062
C 7.550 1.554 -2.890  -1.005
Cl 7.596 -0.107 -2.284  0.537
Cl 5.909 2.209 -2.842  0.522
H 8.194 2.172 -2.270  0.027
H 7.905 1.564 -3.917  0.025
C -6.117 1.608 -2.221  -0.984
Cl -5.981 -0.071 -2.756  0.548
Cl -4.669 2.127 -1.348  0.549
H -6.249 2.244 -3.092  0.029
H -6.976 1.699 -1.562  0.031
C -7.970 -2.961 -1.360  -1.041
Cl -8.251 -4.331 -2.440  0.501
Cl -9.358 -1.866 -1.334  0.490
H -7.797 -3.334 -0.355  0.028
H -7.098 -2.413 -1.706  -0.029
C 2.396 -2.539 2.075  -1.022
Cl 3.230 -2.243 3.609  0.548
Cl 3.238 -3.757 1.112  0.523
H 1.388 -2.889 2.285  0.035
H 2.354 -1.610 1.511  -0.022

As for the HOMO-LUMO gap: 0.283 Ha. The value obtained for the total energy is -5798.7184 hartree. The HOMO energy is -7.387 eV.


Computed, not measured: a 2-piece molecular cluster, C4H15N2S overall, with ωB97M-V/def2-TZVPD.

Last column: Löwdin charge in e.
Geometry (Å):
C -2.603 0.785 0.862  -0.080
N -1.715 1.096 -0.276  -0.215
C -1.788 0.152 -1.400  -0.109
H -3.623 0.728 0.479  0.090
H -2.313 -0.255 1.262  0.114
H -2.510 1.466 1.691  0.080
H -2.098 1.992 -0.634  0.147
H -1.462 -0.876 -1.115  0.095
H -1.183 0.500 -2.263  0.099
H -2.789 0.090 -1.848  0.093
C 1.278 -0.693 0.154  -0.259
C 2.712 -0.847 0.665  -0.579
S 3.349 -2.565 0.751  0.738
N 0.891 0.784 0.178  0.105
H 0.503 -1.189 0.771  0.120
H 1.177 -1.128 -0.904  0.145
H 2.900 -0.419 1.661  0.077
H 3.341 -0.347 -0.107  0.083
H 3.596 -2.572 -0.563  -0.134
H -0.262 0.997 -0.017  0.101
H 1.556 1.160 -0.481  0.135
H 1.043 1.140 1.134  0.154

As for the HOMO-LUMO gap: 0.353 Ha. The value obtained for the total energy is -668.8344 hartree. For the energy relative to the best compared isomer or geometry (same formula, charge and spin), the calculation gives 25.99 kcal/mol. The HOMO energy is -12.598 eV. As for the charge: +1.


Computed, not measured: C25H47ClINO3PrSi2 as an isolated structure, with ωB97M-V/def2-TZVPD.

Last column: Löwdin charge in e.
Geometry (Å):
O -0.969 -1.341 -1.443  -0.394
O 1.170 0.816 -3.155  -0.177
C -0.268 -2.553 -1.983  -0.183
C -1.000 -3.791 -1.509  -0.047
H 0.762 -2.521 -1.601  0.093
H -0.242 -2.465 -3.077  0.114
H -1.219 -3.780 -0.424  0.079
H -0.372 -4.660 -1.736  0.093
H -1.939 -3.907 -2.070  0.090
C -2.022 -0.714 -2.211  -0.214
C -2.046 -1.125 -3.666  -0.065
H -1.863 0.388 -2.123  0.113
H -2.968 -1.006 -1.727  0.105
H -1.185 -0.738 -4.237  0.075
H -2.924 -0.677 -4.156  0.101
H -2.102 -2.217 -3.825  0.090
C 0.398 2.169 -3.164  -0.107
C 2.267 0.576 -4.176  -0.153
C -0.626 2.233 -4.264  -0.061
H 1.158 2.958 -3.236  0.134
H -0.080 2.151 -2.176  0.120
H -0.180 2.126 -5.255  0.061
H -1.141 3.204 -4.220  0.105
H -1.395 1.457 -4.162  0.063
C 1.922 0.951 -5.588  -0.071
H 2.427 -0.498 -4.087  0.123
H 3.133 1.123 -3.793  0.135
H 1.092 0.356 -5.971  0.089
H 2.793 0.739 -6.228  0.105
H 1.687 1.999 -5.700  0.070
H 1.633 0.514 -2.186  0.065
Pr -0.422 -0.514 0.691  1.196
C 2.290 -0.492 -1.104  -0.255
Si 3.435 0.260 0.170  0.417
H 1.876 -1.438 -0.642  -0.026
H 2.866 -0.811 -1.964  -0.009
C 5.212 -0.190 -0.252  -0.199
C 3.167 -0.354 1.945  -0.148
C 3.269 2.114 0.003  -0.191
C -2.490 -1.764 0.990  -0.378
Si -3.551 -0.251 1.188  0.375
H -2.507 -2.405 1.882  0.001
H -2.827 -2.351 0.126  0.004
C -5.037 -0.442 0.065  -0.170
C -2.700 1.362 0.675  -0.171
C -4.052 -0.059 2.975  -0.162
H 2.684 2.381 -0.884  0.014
H 4.275 2.543 -0.098  0.037
H 2.765 2.575 0.863  -0.086
H 5.372 -1.262 -0.087  0.032
H 5.891 0.398 0.390  0.040
H 5.385 0.025 -1.312  0.025
H 2.322 -1.034 2.129  0.013
H 3.059 0.480 2.665  0.040
H 4.079 -0.905 2.232  0.043
H -2.592 1.487 -0.414  0.037
H -1.729 1.638 1.161  0.023
H -3.439 2.116 0.998  0.073
H -4.877 0.664 3.027  0.039
H -3.209 0.302 3.587  0.034
H -4.405 -1.030 3.361  0.047
H -5.804 0.285 0.376  0.041
H -5.455 -1.454 0.166  0.047
H -4.793 -0.258 -0.989  0.021
Cl 1.440 1.278 7.534  0.732
C 1.049 1.338 5.867  -0.620
C 1.514 2.393 5.096  -0.173
C 1.192 2.511 3.743  -0.630
I 1.759 4.247 2.748  1.013
C 0.527 1.441 3.081  -0.410
O 0.348 1.408 1.785  -0.295
C 0.127 0.302 3.881  -0.137
N -0.279 -0.820 3.201  0.005
C -0.676 -1.885 3.912  -0.100
C -0.767 -1.875 5.298  -0.026
C -0.235 -0.820 6.006  0.011
C 0.282 0.284 5.300  -0.160
H 2.134 3.155 5.571  0.099
H -0.955 -2.767 3.333  0.115
H -1.228 -2.724 5.793  0.118
H -0.194 -0.850 7.082  0.102

As for the spin multiplicity: 3. As for the HOMO-LUMO gap (alpha / beta): 0.257 / 0.258 Ha. The expectation value of S² is 2.003. The value obtained for the total energy is -3114.9058 hartree. For the energy relative to the best compared isomer or geometry (same formula, charge and spin), the calculation gives 0.00 kcal/mol. The HOMO energy (alpha / beta) is -9.861 / -9.865 eV. As for the charge: +1.